# C4H6O2

A structure of composition C4H6O2 (wB97M-V/def2-TZVPD, OMol25).

Structure (XYZ):
```
12
Properties=species:S:1:pos:R:3:forces:R:3
O -0.632 0.517 1.138 0.17 0.01 0.19
O 2.404 -0.622 -0.330 -0.21 0.29 0.48
C 0.395 0.537 0.128 0.22 0.03 -0.27
C -1.549 -0.102 0.202 -0.25 -0.17 -0.06
C -0.394 -0.436 -0.740 0.00 -0.13 -0.14
C 1.812 0.090 0.448 0.11 -0.14 -0.23
H -2.073 -0.958 0.638 0.06 0.18 0.05
H -2.289 0.609 -0.194 0.26 -0.01 0.15
H -0.039 -1.450 -0.552 0.03 0.08 -0.23
H -0.472 -0.255 -1.811 -0.09 0.05 0.15
H 2.327 0.509 1.334 -0.20 -0.07 0.05
H 0.509 1.562 -0.263 -0.11 -0.12 -0.14
```
Positions in Å, forces in eV/Å.

## Properties
Kohn-Sham gap: 10.61 eV
HOMO energy: -9.758 eV
2S+1: 1



# C6H5NO2

An isolated molecule of C6H5NO2 (wB97M-V/def2-TZVPD, OMol25).

Structure (XYZ):
```
14
Properties=species:S:1:pos:R:3:forces:R:3
O 0.362 -0.255 2.027 -0.08 -0.47 -1.42
O -1.837 -0.797 -0.388 0.78 0.87 0.54
N 2.106 1.459 -0.978 -1.43 -0.24 0.72
C 0.901 -2.051 0.510 -0.17 -0.30 0.09
C -0.849 -0.176 -0.054 0.53 -1.75 -0.07
C -0.419 1.136 -0.566 -1.33 1.10 0.65
C 0.222 -0.787 0.937 -0.92 0.29 1.18
C 0.990 1.324 -0.683 1.75 0.49 -1.30
C -1.313 2.133 -0.661 0.44 -0.02 -0.23
H -2.365 1.969 -0.443 0.21 -0.17 -0.14
H 1.871 -1.804 0.073 -0.02 -0.03 0.00
H 1.042 -2.696 1.382 0.16 0.20 -0.06
H -1.008 3.138 -0.936 -0.01 -0.14 0.08
H 0.297 -2.594 -0.219 0.10 0.16 -0.04
```
Positions in Å, forces in eV/Å.

## Properties
Kohn-Sham gap: 9.02 eV
HOMO energy: -9.883 eV
SMILES string: C=C(C#N)C(=O)C(C)=O
2S+1: 1



# C17H39Cl2F2NO10P2S

A cluster of 3 separate species, C17H39Cl2F2NO10P2S in total (wB97M-V/def2-TZVPD, OMol25).

Structure (XYZ):
```
74
Properties=species:S:1:pos:R:3:forces:R:3
Cl -2.562 1.048 1.214 -0.23 -0.45 0.32
Cl -1.958 0.159 4.496 0.05 -0.26 -0.10
S -3.406 -2.956 1.327 0.89 -1.69 -0.55
P 5.295 -2.009 1.700 -6.61 -2.47 0.49
P -2.931 3.447 -3.802 -3.46 4.95 3.71
F -4.913 -3.238 0.953 0.44 0.72 0.30
F -4.703 0.217 3.163 0.98 0.16 -0.59
O 4.969 -3.539 2.210 1.02 0.59 0.08
O 5.442 -1.423 3.228 2.03 0.43 -1.57
O -2.644 -3.059 0.140 -0.15 1.20 -0.73
O 5.530 -2.185 0.236 2.94 1.30 0.97
O -1.662 3.381 -3.018 0.61 -2.29 -2.40
O 3.799 -1.360 1.696 0.59 0.52 0.16
O -4.158 2.993 -4.797 2.21 -1.36 -0.26
O -4.035 3.463 -2.603 0.08 -0.70 -0.42
O -2.981 5.018 -4.294 0.36 -0.94 -0.63
O -3.050 -3.931 2.288 -0.78 0.00 1.13
N -3.482 -1.441 1.904 -0.25 1.01 -0.09
C -4.703 -1.027 2.619 -2.21 -2.04 1.24
C -2.291 -0.630 1.822 1.16 -0.06 -0.31
C 7.854 -1.489 3.619 -0.07 0.13 -0.10
C 5.638 -4.665 1.655 0.09 -0.57 -0.19
C 6.898 -5.011 2.425 -0.02 0.12 0.16
C 3.229 -0.809 0.510 -0.26 -0.05 -0.22
C -4.023 3.075 -6.212 -0.03 -0.08 -0.69
C -3.355 4.309 -0.442 0.02 0.19 -0.02
C -1.495 5.591 -6.137 -0.17 -0.08 -0.06
C -3.691 3.086 -1.271 0.01 0.16 0.30
C 2.358 -1.833 -0.187 -0.10 -0.19 0.01
C -1.328 -0.649 3.035 0.25 0.03 -0.60
C -0.750 -2.058 3.299 0.28 0.70 0.06
C -2.988 2.109 -6.753 -0.01 -0.09 0.14
C -1.798 5.718 -4.656 0.37 0.46 -0.07
C 6.472 -1.887 4.096 0.50 -0.09 0.48
C -5.056 -2.036 3.755 0.10 0.92 0.27
H -5.857 -2.709 3.444 0.38 -0.19 -0.01
H -1.667 -1.057 1.029 -0.31 -0.07 0.09
H -4.224 4.964 -0.363 -0.04 -0.07 0.04
H -5.000 2.825 -6.630 -0.05 -0.02 0.24
H 3.999 -0.420 -0.155 0.06 -0.15 0.00
H 6.390 -2.966 4.240 -0.08 -0.02 -0.22
H 4.941 -5.503 1.711 -0.10 0.10 0.06
H -2.879 2.361 -1.266 0.08 0.11 -0.10
H 2.909 -2.746 -0.410 0.14 0.10 -0.05
H 7.607 -4.179 2.412 0.03 -0.06 -0.08
H -1.345 4.545 -6.417 0.10 0.03 0.02
H 6.283 -1.432 5.069 -0.18 0.10 -0.13
H 1.522 -2.121 0.455 -0.02 0.07 -0.01
H 7.387 -5.885 1.992 -0.02 0.02 -0.04
H -2.559 4.895 -0.902 0.10 -0.15 -0.01
H 8.049 -1.867 2.610 0.04 -0.08 0.05
H 7.947 -0.403 3.582 0.00 -0.01 0.02
H 6.667 -5.233 3.469 -0.01 -0.02 -0.02
H -0.479 -0.048 2.696 -0.30 0.19 0.13
H -4.173 -2.548 4.141 -0.20 -0.17 -0.21
H -0.593 6.147 -6.396 0.01 -0.02 0.04
H 0.315 -1.911 3.509 -0.19 -0.18 0.18
H -2.008 2.282 -6.296 0.01 0.06 -0.08
H -5.553 -1.079 1.927 0.43 0.41 -0.25
H -5.453 -1.442 4.587 0.00 -0.06 -0.21
H -0.936 5.396 -4.070 -0.15 -0.19 0.11
H -0.795 -2.655 2.384 -0.13 -0.11 0.29
H 5.874 -4.521 0.600 -0.09 0.25 0.02
H -3.273 1.080 -6.529 -0.01 0.02 -0.01
H -1.970 6.769 -4.414 -0.13 -0.05 0.05
H 2.616 0.042 0.818 0.06 -0.04 0.15
H -4.564 2.587 -0.844 -0.07 0.02 -0.17
H -3.041 4.023 0.564 -0.03 0.00 0.00
H -3.813 4.102 -6.516 0.12 0.03 0.20
H -2.319 5.980 -6.738 0.01 0.02 0.01
H -1.209 -2.553 4.154 -0.13 -0.10 -0.31
H -2.893 2.215 -7.834 0.04 0.02 0.01
H 8.618 -1.880 4.291 0.01 -0.03 -0.04
H 1.959 -1.433 -1.121 -0.01 0.02 0.03
```
Positions in Å, forces in eV/Å.

## Properties
Kohn-Sham gap: 10.32 eV
HOMO energy: -10.213 eV
SMILES string: C[C@H](Cl)[C@H](Cl)N([C@@H](C)F)S(=O)(=O)F.CCOP(=O)(OCC)OCC.CCOP(=O)(OCC)OCC
2S+1: 1



# C34H46F2N4OS4Sc

A structure of composition C34H46F2N4OS4Sc (wB97M-V/def2-TZVPD, OMol25).

Structure (XYZ):
```
92
Properties=species:S:1:pos:R:3:forces:R:3
Sc -0.752 0.292 0.489 0.06 -0.13 -0.01
S -2.469 2.804 1.568 -0.11 0.03 -0.08
S -0.665 -2.669 0.511 -0.12 0.01 0.01
S -1.876 1.937 -1.278 -0.05 0.01 -0.08
S -3.226 -0.423 0.592 -0.08 0.01 -0.06
F 1.854 -0.667 2.280 -0.02 0.02 0.01
F 0.976 1.152 3.174 0.00 0.01 -0.02
O -1.238 1.945 1.780 0.09 0.11 0.21
N 0.149 -3.358 3.043 -0.08 -0.07 0.01
N 1.737 -3.280 1.577 -0.05 0.03 0.02
N -1.860 -2.245 3.409 -0.03 -0.01 -0.01
N 0.808 0.179 -0.948 0.00 -0.04 -0.10
C 4.458 2.344 -1.818 -0.01 0.00 0.00
C 2.685 4.024 -1.294 0.00 -0.01 -0.01
C -5.630 0.276 -0.587 0.04 -0.01 0.01
C 2.308 -3.640 2.776 -0.03 -0.09 0.03
C 3.853 2.822 0.562 -0.01 -0.01 -0.01
C 2.063 1.830 -2.337 0.04 0.03 -0.04
C 0.648 -0.699 -2.002 0.05 0.00 0.05
C 0.155 -2.631 -4.021 0.00 0.02 0.02
C -3.660 -3.255 4.606 0.03 -0.03 0.02
C 2.596 -2.665 -4.634 -0.01 0.00 0.01
C -3.105 -2.217 3.872 -0.03 -0.01 0.00
C -3.595 1.547 -1.306 -0.02 -0.07 0.10
C -2.883 -4.377 4.857 -0.01 0.05 -0.02
C -1.149 -3.335 3.622 0.02 0.03 0.00
C -2.931 3.145 3.272 0.01 -0.04 -0.01
C 4.299 1.736 -0.421 -0.02 0.00 0.00
C -0.896 -2.135 -3.250 -0.03 -0.03 -0.03
C 2.517 3.401 0.093 0.04 -0.01 0.03
C 1.478 2.282 0.019 -0.02 0.02 -0.02
C -4.400 2.375 -2.274 0.01 -0.02 0.04
C -0.647 -1.182 -2.285 -0.03 -0.02 0.01
C 2.420 -2.956 0.337 0.00 0.02 -0.03
C -1.598 -4.432 4.343 0.01 -0.02 -0.01
C 3.245 0.622 -0.461 0.03 0.04 0.02
C -4.147 0.592 -0.537 0.04 0.05 0.01
C 1.321 -3.720 3.690 0.10 0.07 -0.01
C -2.306 -2.633 -3.440 0.02 -0.01 0.00
C 1.444 -2.163 -3.800 -0.01 0.00 0.02
C 1.681 -1.221 -2.806 0.07 -0.06 -0.04
C 0.594 -0.007 2.457 0.00 0.02 -0.01
C 1.889 1.166 -0.959 0.04 -0.01 -0.03
C -1.798 4.428 1.210 0.06 -0.06 -0.02
C 0.409 -3.084 1.728 0.08 0.00 -0.02
C 3.122 2.937 -2.279 -0.01 0.00 0.01
H 2.980 -1.878 -5.289 0.00 0.00 0.00
H 1.340 1.860 1.020 -0.01 0.01 0.00
H 3.489 -3.095 0.487 0.00 0.01 0.00
H 0.101 -0.622 3.224 0.01 0.03 0.02
H -2.054 3.479 3.824 0.00 0.01 0.01
H 2.174 4.159 0.805 0.00 0.01 0.00
H -4.289 3.439 -2.043 -0.01 0.01 -0.01
H -2.596 -3.280 -2.608 -0.01 0.00 0.00
H 1.737 4.463 -1.622 0.01 0.01 -0.01
H -3.294 2.205 3.683 -0.02 0.00 0.00
H -1.458 4.387 0.178 -0.01 0.01 0.00
H -4.027 2.236 -3.293 0.00 0.01 -0.01
H -3.280 -5.211 5.422 -0.01 0.00 0.00
H 4.783 1.572 -2.525 0.01 0.00 0.00
H 3.425 -2.996 -4.005 0.00 0.00 -0.01
H 1.349 -3.940 4.742 -0.01 0.01 0.00
H 3.097 0.206 0.539 0.00 0.00 -0.01
H 3.431 4.828 -1.261 0.00 0.01 0.00
H 0.523 2.702 -0.317 -0.01 -0.03 0.01
H -3.675 -1.328 3.623 0.02 0.00 0.00
H -5.462 2.129 -2.258 0.00 0.01 -0.01
H 3.368 -3.782 2.884 0.00 -0.01 -0.01
H -3.013 -1.801 -3.460 0.00 0.00 0.00
H -6.239 1.125 -0.259 -0.01 0.00 0.00
H -1.503 -0.796 -1.735 0.05 0.04 -0.05
H 1.091 2.233 -2.640 0.01 0.01 -0.01
H 3.603 -0.185 -1.105 0.00 -0.01 0.00
H -0.033 -3.370 -4.793 0.00 0.00 0.00
H 5.257 1.316 -0.094 0.00 0.00 0.01
H 2.203 -1.920 0.074 0.00 -0.01 0.01
H 2.352 1.092 -3.088 -0.02 0.11 0.03
H 2.703 -0.901 -2.654 -0.02 -0.04 0.01
H -3.724 3.893 3.284 -0.01 -0.01 0.02
H 5.230 3.122 -1.803 0.00 0.00 -0.01
H -5.953 0.007 -1.596 -0.02 0.00 0.00
H -0.967 4.606 1.893 -0.01 0.03 0.00
H -5.849 -0.565 0.067 -0.02 0.00 0.00
H 2.291 -3.503 -5.261 0.00 0.00 0.00
H 4.609 3.614 0.622 0.00 0.00 0.00
H -2.582 5.177 1.326 -0.01 0.00 0.01
H -2.406 -3.201 -4.366 -0.01 0.00 0.00
H 3.738 2.392 1.562 0.00 0.00 0.00
H 2.058 -3.595 -0.467 0.01 -0.01 0.01
H 3.241 3.373 -3.277 0.00 0.01 0.00
H -4.678 -3.186 4.965 0.00 0.00 0.00
H -0.969 -5.304 4.465 0.00 0.00 0.00
```
Positions in Å, forces in eV/Å.

## Properties
Kohn-Sham gap: 5.64 eV
HOMO energy: -3.256 eV
2S+1: 1
Charge: -1



# C20H53N3O9

A cluster of 5 separate species, C20H53N3O9 in total (wB97M-V/def2-TZVPD, OMol25).

Structure (XYZ):
```
85
Properties=species:S:1:pos:R:3:forces:R:3
O -1.571 -3.164 1.649 -0.13 -0.32 -0.19
O 2.348 0.324 -0.373 -0.21 -0.93 -0.13
O -1.060 0.964 -0.147 0.76 -0.85 -1.24
O 0.863 1.884 3.526 -0.22 -0.61 -0.23
O 7.866 3.319 -1.684 0.42 0.70 2.60
O -2.661 -3.748 -4.128 1.21 0.31 -0.88
O -2.051 -1.665 4.296 -0.52 0.45 0.09
O -5.339 -1.379 0.197 -0.46 0.73 -0.73
O -0.907 -0.232 2.297 -0.02 -0.53 0.46
N 4.406 2.363 -2.215 0.47 -1.37 -0.77
N 0.717 3.304 0.871 -1.13 0.92 -0.74
N -5.664 -3.185 -2.131 0.88 0.16 0.41
C -4.533 -0.475 0.898 -0.31 0.41 0.50
C 1.319 1.570 4.846 0.03 0.11 -0.56
C 5.779 2.740 -2.640 -0.76 0.48 1.89
C -5.900 -3.496 -0.708 0.52 0.37 0.24
C -0.811 0.497 -1.485 0.70 -0.24 0.18
C -2.251 -3.618 2.809 -0.18 -0.22 -0.71
C -0.308 3.366 -0.230 0.49 -2.11 0.72
C -1.670 -2.990 4.035 -0.75 -0.01 0.86
C 2.937 0.397 -1.670 -0.19 0.78 0.23
C -5.054 -2.739 0.340 0.45 -0.15 0.17
C 0.106 3.792 2.118 0.40 -2.28 -0.92
C -4.045 -3.676 -3.961 0.07 -0.06 1.26
C 0.916 3.272 3.322 -0.86 1.91 -0.14
C 6.472 3.252 -1.332 1.09 -1.35 -2.50
C -4.210 -3.237 -2.480 -1.28 -0.39 -0.68
C -1.453 2.294 -0.115 -0.25 2.02 0.67
C -2.149 -4.372 -5.307 -0.11 -0.38 1.02
C 2.702 -0.829 0.394 -0.47 0.11 -0.20
C 8.647 3.999 -0.601 -1.21 -0.02 -1.95
C 4.324 0.994 -1.566 0.61 1.25 -0.08
H -4.540 -2.981 -4.640 0.06 0.27 -0.17
H -0.092 1.110 -2.029 -0.41 0.75 0.00
H -0.868 3.315 2.222 -0.43 0.11 0.30
H -2.198 -4.705 2.871 0.62 -0.12 -0.08
H 2.618 -1.761 -0.165 -0.09 0.00 -0.41
H -3.969 -2.842 0.330 0.27 -0.48 -0.58
H -0.582 -3.013 3.973 0.16 -0.64 0.25
H -2.176 2.567 -0.884 -0.16 -0.39 -0.43
H -5.322 -3.059 1.347 -0.40 -0.30 0.24
H 2.337 1.946 4.952 0.11 0.03 0.25
H 1.036 2.359 1.030 -0.04 -0.33 -0.41
H 9.691 4.002 -0.916 -0.17 -0.05 0.07
H 2.920 -0.529 -2.245 -0.02 -0.47 0.41
H -2.410 -3.881 -6.244 -0.23 0.10 0.04
H -0.759 4.356 -0.292 0.11 0.04 0.13
H 1.968 -0.902 1.197 0.17 0.15 0.13
H 8.229 5.006 -0.620 0.42 0.30 0.33
H -3.692 -3.950 -1.839 0.01 -0.04 -0.09
H 3.714 -0.805 0.799 0.13 0.32 0.08
H -1.754 0.379 -2.018 0.07 0.04 -0.09
H -3.458 -0.629 0.805 0.14 -0.25 -0.34
H 4.562 1.069 -0.505 -0.10 0.03 0.26
H 8.531 3.602 0.407 -0.15 -0.50 -0.18
H -0.228 -0.424 -1.486 -0.58 -0.39 0.63
H 5.089 0.312 -1.935 0.07 0.29 -0.59
H -5.799 -4.576 -0.611 0.17 -0.02 0.28
H 6.287 1.885 -3.087 0.07 0.11 0.17
H 6.275 2.492 -0.575 0.26 0.14 0.40
H 0.381 3.757 4.138 0.47 0.16 0.64
H -2.452 -5.419 -5.291 -0.38 -0.15 -0.41
H -4.756 -0.465 1.965 -0.04 -0.27 0.30
H -4.795 0.524 0.551 0.13 -0.02 -0.22
H -3.778 -2.250 -2.320 0.39 -0.03 -0.09
H -3.324 -3.466 2.693 -0.24 0.56 0.30
H -6.909 -3.239 -0.385 -0.29 -0.07 -0.59
H 2.328 1.094 -2.246 -0.08 0.10 0.10
H 6.024 4.206 -1.054 0.22 0.26 0.15
H 0.167 3.131 -1.182 0.31 0.36 -0.02
H 4.137 3.076 -1.553 -0.49 -0.15 0.20
H -0.175 0.286 2.633 0.39 0.46 0.25
H -1.612 -1.077 3.676 -0.03 0.27 -0.34
H -1.423 -2.229 1.811 0.23 0.37 -0.24
H -5.896 -2.218 -2.309 -0.54 0.08 0.21
H -4.499 -4.655 -4.116 -0.19 -0.21 0.10
H 0.662 2.036 5.581 0.02 0.01 0.13
H 1.950 3.608 3.251 0.16 0.09 0.16
H -2.010 2.396 0.817 0.10 0.14 0.18
H 1.325 0.489 4.989 -0.13 0.07 -0.21
H 5.754 3.567 -3.350 -0.12 -0.15 -0.17
H -1.064 -4.423 -5.209 0.00 0.41 0.04
H -1.009 0.058 1.390 -0.13 0.35 -0.84
H -2.119 -3.512 4.880 0.67 -0.45 0.25
H -0.084 4.855 1.973 0.50 0.17 0.84
```
Positions in Å, forces in eV/Å.

## Properties
Kohn-Sham gap: 9.41 eV
HOMO energy: -8.740 eV
SMILES string: COCCNCCOC.COCCNCCOC.COCCNCCOC.OCCO.O
2S+1: 1



# C3H3OS2

The ion C3H3OS2 with charge -1 (wB97M-V/def2-TZVPD, OMol25).

Structure (XYZ):
```
9
Properties=species:S:1:pos:R:3:forces:R:3
S -2.751 1.559 -0.872 -0.73 1.44 -0.02
S -4.082 -0.574 0.764 -1.52 -0.20 0.70
O -1.574 -1.824 -0.815 0.26 -0.97 0.08
C -0.151 -0.100 0.045 -1.18 -0.57 -0.36
C -2.840 0.051 -0.138 3.59 -1.07 -0.73
C -1.549 -0.720 -0.312 -0.61 0.90 0.27
H -0.173 0.369 1.023 -0.01 0.17 0.09
H 0.085 0.637 -0.713 0.20 0.19 -0.01
H 0.564 -0.923 0.022 0.00 0.10 -0.01
```
Positions in Å, forces in eV/Å.

## Properties
<S²>: 2.009
Kohn-Sham gap (alpha / beta): 5.26 / 5.77 eV
HOMO energy (alpha / beta): -1.571 / -3.813 eV
2S+1: 3
Charge: -1